(1)
This record from the Open Molecules 2025 dataset describes an isolated molecule of C24H19ClO3 in a non-equilibrium geometry. The level of theory is ωB97M-V/def2-TZVPD.

Element x y z (Å)
C  2.7098  5.3010  0.0044
C  1.2623  4.5868  0.3062
Cl  1.1491  3.8698  2.0260
C  0.8319  3.4559  -0.8486
C  1.3678  1.9480  -0.4759
C  2.9997  1.7798  -0.2459
C  3.7527  0.3592  0.1411
C  2.7944  -0.9749  0.2532
C  1.1425  -0.8622  0.0188
C  0.4205  0.6063  -0.3260
C  -1.2398  0.6991  -0.5058
O  -1.7960  0.4619  0.8344
C  -3.2593  0.5920  0.8715
C  -3.9913  0.1944  2.3156
C  -5.6026  0.3104  2.5946
C  -6.5842  0.8523  1.3943
C  -5.8804  1.2124  -0.0784
C  -4.2377  1.0865  -0.3459
C  0.3153  -2.2826  0.1536
O  -0.8937  -2.4383  0.6989
C  1.0804  -3.6321  -0.4362
C  0.1979  -4.7559  -1.2471
C  0.9996  -6.0766  -1.8149
C  2.6333  -6.2296  -1.4985
C  3.5090  -5.0842  -0.6739
C  2.7116  -3.7480  -0.1574
C  3.4305  -2.4707  0.6436
O  4.4448  -2.6495  1.5045
H  3.2707  4.7914  -0.9144
H  2.5289  6.4270  -0.2586
H  3.4102  5.2838  0.9714
H  0.4477  5.4573  0.2543
H  -0.3361  3.5509  -0.9473
H  1.2677  3.7997  -1.9052
H  3.7193  2.7235  -0.3580
H  4.9105  0.2989  0.3142
H  -1.5803  1.7633  -0.8576
H  -1.6287  -0.0641  -1.3319
H  -3.3120  -0.1919  3.1881
H  -6.0196  0.0086  3.6654
H  -7.7487  0.9746  1.5939
H  -6.6401  1.5872  -0.9079
H  -3.7984  1.3566  -1.3962
H  -0.9435  -4.5354  -1.3994
H  0.4072  -6.8851  -2.4313
H  3.1199  -7.2335  -1.9178
H  4.6570  -5.2239  -0.4679

Computed properties:
SMILES: C[C@H](Cl)Cc1ccc2c(c1COc1ccccc1)C(=O)c1ccccc1C2=O
DFT total energy in eV: -43833.1392
Multiplicity: 1
Charge: 0
Kohn-Sham gap in eV: 6.495

---

(2)
This record from the Open Molecules 2025 dataset describes C24H19HfN6OS as an isolated structure. The level of theory is ωB97M-V/def2-TZVPD.

Element x y z (Å)
Hf  -0.0483  0.3397  -1.6082
O  -1.1096  4.2758  -1.3127
C  -1.1225  3.1084  -1.5598
N  0.0102  2.3465  -1.9427
C  1.2756  3.0724  -2.0853
C  2.4152  2.1401  -1.7774
C  3.6999  2.6082  -1.5686
C  4.7087  1.6975  -1.3128
C  4.4146  0.3330  -1.2535
C  3.1196  -0.0648  -1.4419
N  2.1198  0.8210  -1.7024
C  -2.3654  2.2665  -1.4046
C  -3.5642  2.8559  -1.0820
C  -4.6766  2.0323  -0.9441
C  -4.5355  0.6577  -1.1003
C  -3.2905  0.1384  -1.3804
N  -2.2077  0.9293  -1.5380
H  1.2811  3.9402  -1.4240
H  1.3977  3.4509  -3.1047
H  3.8993  3.6702  -1.6193
H  5.7232  2.0416  -1.1557
H  5.1832  -0.4016  -1.0605
H  2.8415  -1.1117  -1.3998
H  -3.6088  3.9301  -0.9658
H  -5.6455  2.4580  -0.7160
H  -5.3817  -0.0080  -1.0037
H  -3.1405  -0.9284  -1.4931
N  0.3076  -1.9381  1.9462
C  0.3822  -1.1677  3.1603
C  0.3867  -1.8446  4.3629
C  0.4151  -1.1118  5.5438
C  0.4155  0.2727  5.4947
C  0.3874  0.9409  4.2742
C  0.3877  0.2135  3.0960
S  0.4751  1.0823  1.5701
N  0.0109  -0.1820  0.4378
C  0.0350  -1.4771  0.7512
C  -0.2784  -2.4668  -0.3429
C  -0.6309  -3.7702  -0.0883
C  -0.8912  -4.6258  -1.1629
C  -0.8018  -4.1434  -2.4532
C  -0.4714  -2.8099  -2.6344
N  -0.2189  -1.9765  -1.6122
H  0.3739  -2.9384  2.0712
H  0.3661  -2.9280  4.3892
H  0.4276  -1.6257  6.4946
H  0.4351  0.8471  6.4108
H  0.3775  2.0240  4.2525
H  -0.7272  -4.1461  0.9209
H  -1.1650  -5.6565  -0.9755
H  -0.9887  -4.7707  -3.3140
H  -0.4028  -2.4002  -3.6356

Computed properties:
DFT total energy in eV: -48304.1501
Multiplicity: 1
Charge: +3
Kohn-Sham gap in eV: 6.211

---

(3)
This record from the Open Molecules 2025 dataset describes C24H19IrN7O7S as an isolated structure in a non-equilibrium geometry. The level of theory is ωB97M-V/def2-TZVPD.

Element x y z (Å)
Ir  -0.0430  -0.0535  -0.3970
O  1.2442  1.5147  -0.8356
C  2.3046  1.6096  -0.0559
C  3.5050  2.0765  -0.6139
C  4.6397  2.2413  0.1590
C  4.6337  1.9525  1.5191
C  3.4592  1.5021  2.0932
C  2.2939  1.3236  1.3454
C  1.1364  0.8417  2.0866
N  0.0552  0.4012  1.5643
N  -0.9175  -0.1284  2.4186
C  -1.7566  -0.8124  1.6844
O  -1.6951  -0.9164  0.3935
C  -2.8997  -1.4937  2.3452
C  -3.6794  -2.3767  1.6077
C  -4.7390  -3.0367  2.2150
C  -5.0204  -2.8213  3.5560
C  -4.2435  -1.9338  4.2922
C  -3.1878  -1.2699  3.6896
H  3.5141  2.2989  -1.6728
H  5.5502  2.5931  -0.3132
H  5.5286  2.0672  2.1156
H  3.4305  1.2613  3.1497
H  1.2083  0.7828  3.1683
H  -3.4403  -2.5333  0.5642
H  -5.3443  -3.7225  1.6348
H  -5.8451  -3.3410  4.0284
H  -4.4605  -1.7574  5.3383
H  -2.5657  -0.5809  4.2443
N  -2.0039  -7.1244  1.2485
C  -1.0431  -6.1035  1.2518
C  0.1084  -6.2116  0.4739
C  1.0687  -5.2139  0.4983
C  0.8835  -4.1005  1.3031
C  -0.2534  -3.9902  2.0932
C  -1.2081  -4.9888  2.0740
S  2.0496  -2.7795  1.2829
O  1.8892  -2.0549  2.5170
O  3.3391  -3.3253  0.9551
N  1.4881  -1.7983  0.1331
C  1.6440  -1.9759  -1.1841
N  2.2125  -2.9992  -1.8267
C  2.2143  -2.9213  -3.1500
C  1.6523  -1.8779  -3.8826
C  1.0178  -0.8893  -3.1568
N  1.0481  -0.9229  -1.8358
H  -2.0351  -7.6453  0.3857
H  -2.9257  -6.8052  1.5050
H  0.2501  -7.0817  -0.1572
H  1.9576  -5.2837  -0.1138
H  -0.3764  -3.1240  2.7323
H  -2.0947  -4.8966  2.6911
H  2.6792  -3.7544  -3.6694
H  1.6675  -1.8663  -4.9612
H  0.4890  -0.0557  -3.6015
O  -1.2294  0.4100  -1.9714
N  -1.8851  -0.6058  -2.5693
O  -2.6521  -0.2517  -3.4457
O  -1.6692  -1.7619  -2.2437

Computed properties:
DFT total energy in eV: -63631.9784
Multiplicity: 1
Charge: -1
Kohn-Sham gap (alpha / beta) in eV: 7.101 / 7.100

---

(4)
This record from the Open Molecules 2025 dataset describes C24H19NO2PdS4Si as an isolated structure in a non-equilibrium geometry. The level of theory is ωB97M-V/def2-TZVPD.

Element x y z (Å)
Pd  2.0663  1.1531  0.2740
O  2.7533  5.4270  0.4100
C  2.3780  4.2427  0.4169
O  3.0687  3.2039  0.5253
C  0.8564  4.0376  0.2762
C  0.0539  5.1215  -0.0579
C  -1.3159  4.9610  -0.1501
C  -1.8387  3.6942  0.0788
C  -0.9708  2.6648  0.3901
N  0.3511  2.8189  0.5039
H  0.5423  6.0717  -0.2227
H  -1.9647  5.7966  -0.3850
H  -2.9040  3.5084  0.0304
H  -1.3541  1.6681  0.5594
S  3.9670  0.5202  -1.3451
S  4.5723  -1.3246  -0.9267
S  4.1774  -1.6995  1.2597
S  3.6067  0.0248  2.0577
C  -2.3866  -0.0099  3.4921
C  -1.0285  0.2359  3.6535
C  -0.1488  -0.0004  2.6056
C  -0.5975  -0.4889  1.3740
C  -1.9621  -0.7573  1.2446
C  -2.8491  -0.5209  2.2874
Si  0.6858  -0.6629  -0.0692
C  1.0133  -2.5509  -0.0407
C  1.8364  -3.1319  -1.0085
C  2.1281  -4.4867  -0.9898
C  1.5807  -5.3022  -0.0086
C  0.7416  -4.7503  0.9490
C  0.4717  -3.3883  0.9359
C  -0.4193  -0.4965  -1.6320
C  -1.2090  -1.5401  -2.1141
C  -2.0597  -1.3609  -3.1974
C  -2.1282  -0.1257  -3.8279
C  -1.3338  0.9208  -3.3783
C  -0.4852  0.7308  -2.2958
H  -3.0787  0.1976  4.3012
H  -0.6588  0.6291  4.5937
H  0.9096  0.2032  2.7324
H  -2.3420  -1.1387  0.3015
H  -3.9080  -0.7214  2.1580
H  2.2751  -2.5034  -1.7736
H  2.7989  -4.9050  -1.7318
H  1.8154  -6.3610  0.0170
H  0.3019  -5.3804  1.7148
H  -0.1682  -2.9701  1.7030
H  -1.1540  -2.5102  -1.6302
H  -2.6681  -2.1851  -3.5541
H  -2.7956  0.0166  -4.6711
H  -1.3734  1.8822  -3.8779
H  0.1510  1.5425  -1.9575

Computed properties:
DFT total energy in eV: -85483.5845
Multiplicity: 1
Charge: -2
Kohn-Sham gap in eV: 4.387